Record 1
Computed, not measured: an isolated ion of composition C11H15FNO3S and charge +1 in a non-equilibrium geometry, with wB97M-V/def2-TZVPD.

Output
SMILES   O=S(=O)(F)[N@@H+]1CCO[C@@H]1CCc1ccccc1
Net charge   +1

Geometry as XYZ:
```
32
Properties=species:S:1:pos:R:3:forces:R:3
O -3.672 -1.654 -0.593 5.77 4.14 0.47
S -2.259 -1.027 -0.268 -3.95 -11.29 0.44
O -1.644 -1.967 0.818 -0.80 5.22 -4.35
F -1.406 -1.006 -1.755 -1.58 1.03 3.72
N -2.575 0.534 0.437 -1.02 1.65 0.96
C -3.721 1.312 -0.181 -3.62 2.62 -2.67
C -3.067 2.644 -0.937 -0.65 -2.39 0.69
O -1.824 2.739 -0.148 -1.11 -0.80 -0.74
C -1.471 1.535 0.657 2.50 4.37 -0.77
C 0.059 1.240 0.159 1.22 -0.10 1.11
C 0.896 0.308 1.250 1.01 -0.46 0.02
C 2.074 -0.611 0.571 2.95 -2.25 -1.82
C 1.746 -2.056 -0.184 3.87 0.99 0.07
C 2.956 -3.007 -0.827 0.83 3.80 2.05
C 4.518 -2.524 -0.733 -3.75 2.02 1.39
C 4.846 -1.074 -0.024 -3.20 -1.32 -0.10
C 3.671 -0.118 0.630 -1.04 -3.71 -1.89
H -2.902 0.305 1.422 0.44 -0.52 -1.24
H -4.572 1.609 0.573 2.20 -0.84 -0.88
H -4.319 0.827 -1.065 1.50 -0.16 2.10
H -3.751 3.601 -0.980 1.60 -1.86 0.86
H -3.009 2.288 -2.050 0.93 0.89 1.93
H -1.557 1.963 1.761 0.34 -1.56 -2.07
H 0.164 0.837 -0.936 -0.64 0.61 2.09
H 0.622 2.293 0.165 -1.71 -2.22 -0.09
H 1.437 1.026 2.032 -1.32 -1.58 -1.70
H 0.182 -0.406 1.839 1.33 1.32 -1.11
H 0.659 -2.481 -0.302 2.33 1.06 0.46
H 2.648 -4.036 -1.313 0.79 2.39 1.10
H 5.336 -3.256 -1.190 -1.82 2.04 1.21
H 5.983 -0.751 0.032 -2.76 -0.62 -0.07
H 3.954 0.912 1.137 -0.64 -2.46 -1.17
```
Forces are in eV/Å.


Record 2
Computed, not measured: a 4-piece molecular cluster, CH10N2O4 overall in a non-equilibrium geometry, with wB97M-V/def2-TZVPD.

Output
Relative energy (zero: lowest compared OMol25 entry of this formula, charge and spin)   68.93 kJ/mol
SMILES   NC(N)=O.O.O.O

Geometry as XYZ:
```
17
Properties=species:S:1:pos:R:3:forces:R:3
O 7.908 -5.479 -3.034 -0.15 0.16 0.14
H 7.893 -6.079 -2.280 0.15 -0.05 -0.16
H 8.312 -4.671 -2.702 0.00 -0.10 -0.04
O 8.681 -8.198 -1.378 -0.04 0.06 0.05
H 8.209 -7.757 -0.659 -0.01 -0.27 0.12
H 9.176 -8.902 -0.945 -0.05 0.10 0.03
O 8.710 -9.017 -4.508 0.01 -0.17 0.11
H 8.834 -8.964 -3.551 -0.09 0.20 -0.09
H 7.756 -9.062 -4.625 0.06 0.05 0.01
C 6.010 -6.706 0.536 0.31 -1.39 -0.30
O 6.645 -7.469 1.265 -0.06 0.87 -0.44
N 6.265 -5.373 0.384 0.17 -0.06 0.32
N 5.041 -7.185 -0.313 0.38 0.84 0.63
H 7.048 -4.964 0.859 -0.12 -0.05 0.22
H 5.654 -4.782 -0.138 -0.02 0.18 -0.16
H 4.897 -8.173 -0.377 -0.18 -0.03 0.04
H 4.541 -6.512 -0.854 -0.37 -0.34 -0.46
```
Forces are in eV/Å.


Record 3
Computed, not measured: the molecule C5H9NO, with wB97M-V/def2-TZVPD.

Output
Relative energy (zero: lowest compared OMol25 entry of this formula, charge and spin)   311.58 kJ/mol
SMILES   C[C@H]1CC/C1=N\O

Geometry as XYZ:
```
16
Properties=species:S:1:pos:R:3:forces:R:3
C 1.254 1.482 -0.572 0.06 0.04 0.04
C -0.149 0.870 -0.631 -0.08 0.13 0.04
C -0.124 -0.549 -1.275 0.05 -0.07 -0.28
C -0.030 -1.175 0.126 0.11 -0.25 0.00
O -1.257 -0.988 2.301 -0.20 -0.17 0.61
C -0.561 0.128 0.644 -0.08 -0.17 0.27
N -1.252 0.295 1.699 0.33 -0.05 -0.62
H 1.645 1.611 -1.588 -0.12 0.00 0.13
H 1.952 0.831 -0.035 -0.13 0.08 -0.07
H 1.263 2.461 -0.085 -0.07 -0.14 0.01
H -0.855 1.581 -1.072 0.01 -0.11 0.23
H -1.100 -0.784 -1.708 0.20 0.02 -0.06
H 0.670 -0.781 -1.988 -0.07 0.19 0.03
H 0.985 -1.321 0.507 0.00 -0.12 -0.26
H -0.618 -2.067 0.341 0.07 0.14 -0.06
H -1.809 -0.939 3.086 -0.09 0.48 -0.02
```
Forces are in eV/Å.


Record 4
Computed, not measured: C10H14NOS as an isolated structure in a non-equilibrium geometry, with wB97M-V/def2-TZVPD.

Output
Relative energy (zero: lowest compared OMol25 entry of this formula, charge and spin)   82.12 kJ/mol
Net charge   +1

Geometry as XYZ:
```
27
Properties=species:S:1:pos:R:3:forces:R:3
C 3.270 0.672 -1.281 0.00 -0.64 -1.26
C 2.011 0.957 -0.723 -0.94 0.14 -0.76
C 3.786 -0.470 -0.724 3.03 0.19 -0.54
C 1.614 0.095 0.277 1.59 -0.13 0.32
C -2.454 0.234 -1.141 0.59 0.47 -3.43
C -1.208 -0.207 -1.264 0.29 1.56 -3.67
C -3.017 -0.244 0.067 1.14 1.65 3.07
C -0.751 -0.965 -0.160 3.30 2.44 1.19
C -0.138 1.452 1.206 0.07 2.16 -1.15
C 0.352 0.059 1.026 -0.90 -0.93 -3.00
N -1.996 -1.249 0.502 -0.24 -2.67 3.57
O 0.218 -0.764 2.106 1.76 -0.92 1.38
S 2.913 -1.028 0.625 -0.76 0.23 -0.73
H 3.593 1.212 -2.224 0.03 -0.91 1.55
H 1.410 1.677 -1.303 -0.04 -0.26 1.02
H 4.814 -0.909 -0.960 -1.77 0.58 0.46
H -2.958 0.671 -2.016 -0.04 0.16 1.00
H -0.648 -0.037 -2.226 -0.35 -0.21 1.44
H -3.197 0.538 0.852 0.71 -0.50 -0.38
H -3.888 -0.727 0.096 -3.69 -1.94 -0.72
H -0.008 -1.707 -0.436 -0.62 -0.79 0.61
H 0.262 2.169 0.366 -1.27 -1.77 1.14
H 0.363 2.014 2.052 -1.17 -1.21 -0.22
H -1.241 1.364 1.143 0.57 1.13 0.72
H -1.872 -1.311 1.558 0.15 0.58 -1.18
H -2.303 -2.233 0.325 -0.02 0.94 -0.44
H 1.074 -1.261 2.258 -1.42 0.66 -0.01
```
Forces are in eV/Å.


| no. | orbital gap (eV) |
| --- | --- |
| 1 | 4.37 |
| 2 | 10.94 |
| 3 | 10.54 |
| 4 | 8.69 |